[1]
Molecular formula: C4H4NiO
Method: DFT, the ωB97M-V functional and the def2-TZVPD basis

Computed properties:
strongest force on any atom: 6.47 eV/A
DFT total energy: -1737.43819 Ha
LUMO (alpha / beta): -10.14 / -12.24 eV
net charge: +2
2S+1: 3
highest occupied orbital energy (alpha / beta): -19.247 / -18.744 eV
expectation value of S²: 2.01

Atoms and positions in Å:
1 H -3.13 0.16 1.66
2 C -3.20 -0.30 -0.43
3 C -2.14 0.49 -0.07
4 C -2.17 0.85 1.34
5 C -1.21 0.99 2.18
6 O -0.32 1.19 2.94
7 Ni 0.93 2.13 3.70
8 H -3.26 -1.32 -0.03
9 H -3.66 -0.12 -1.40
10 H -1.76 1.26 -0.75


[2]
Molecular formula: C19H17NO2
Method: DFT, the ωB97M-V functional and the def2-TZVPD basis

Computed properties:
strongest force on any atom: 0.47 eV/A
DFT total energy: -939.48316 Ha
LUMO: 0.27 eV
ΔE to the lowest compared entry with this formula, charge and spin: 4.1 kcal/mol
highest occupied orbital energy: -7.855 eV
SMILES string: CCOc1ccc(NC(=O)c2cccc3ccccc23)cc1

Atoms and positions in Å:
1 C -6.47 0.49 -0.21
2 C -5.79 1.85 -0.20
3 O -4.74 1.93 0.75
4 C -3.55 1.32 0.49
5 C -3.18 0.71 -0.70
6 C -1.93 0.15 -0.85
7 C -1.01 0.18 0.20
8 N 0.28 -0.37 0.10
9 C 0.86 -1.03 -0.94
10 O 0.31 -1.28 -1.99
11 C 2.25 -1.48 -0.62
12 C 2.53 -2.82 -0.76
13 C 3.79 -3.33 -0.43
14 C 4.77 -2.49 0.02
15 C 4.54 -1.10 0.14
16 C 5.55 -0.22 0.57
17 C 5.32 1.13 0.64
18 C 4.08 1.65 0.27
19 C 3.07 0.82 -0.14
20 C 3.26 -0.58 -0.20
21 C -1.37 0.80 1.39
22 C -2.62 1.36 1.54
23 H -7.30 0.50 -0.91
24 H -5.77 -0.30 -0.49
25 H -6.85 0.26 0.78
26 H -5.42 2.11 -1.20
27 H -6.50 2.62 0.12
28 H -3.86 0.66 -1.53
29 H -1.66 -0.33 -1.77
30 H 0.84 -0.26 0.94
31 H 1.75 -3.48 -1.11
32 H 3.98 -4.39 -0.54
33 H 5.75 -2.87 0.29
34 H 6.52 -0.63 0.83
35 H 6.10 1.80 0.97
36 H 3.92 2.72 0.31
37 H 2.12 1.24 -0.45
38 H -0.67 0.84 2.21
39 H -2.91 1.85 2.46


[3]
Molecular formula: C5H7NO
Method: DFT, the ωB97M-V functional and the def2-TZVPD basis

Computed properties:
strongest force on any atom: 1.86 eV/A
DFT total energy: -324.56768 Ha
LUMO: 0.29 eV
ΔE to the lowest compared entry with this formula, charge and spin: 98.4 kcal/mol
highest occupied orbital energy: -6.940 eV

Atoms and positions in Å:
1 C 1.10 -1.70 -0.51
2 C 0.18 -0.30 -0.01
3 C -0.96 0.18 -0.73
4 N -1.41 1.28 -0.10
5 C -0.60 1.63 1.08
6 O -0.95 2.57 1.80
7 C 0.42 0.64 1.09
8 H 2.03 -1.64 -1.15
9 H 0.41 -2.39 -1.00
10 H 1.44 -2.04 0.45
11 H -1.28 -0.11 -1.72
12 H -2.30 1.76 -0.27
13 H 0.99 0.50 1.99
14 H 0.93 -0.36 -0.91


[4]
Molecular formula: C2H5N2
Method: DFT, the ωB97M-V functional and the def2-TZVPD basis

Computed properties:
strongest force on any atom: 5.52 eV/A
DFT total energy: -188.24111 Ha
LUMO (alpha / beta): -6.77 / -6.77 eV
net charge: +1
ΔE to the lowest compared entry with this formula, charge and spin: 109.4 kcal/mol
highest occupied orbital energy (alpha / beta): -15.084 / -15.082 eV

Atoms and positions in Å:
1 C 2.35 -0.09 0.78
2 C -1.14 -0.03 0.21
3 N 1.66 -0.37 -0.12
4 N 0.87 -0.11 -1.12
5 H 2.91 0.14 1.63
6 H -1.18 -1.04 0.51
7 H -0.50 0.68 0.83
8 H -1.78 0.45 -0.42
9 H 0.71 -0.90 -1.66